#a
Below is one molecule with the formula C3H4N2S, with properties calculated with ωB97M-V/def2-TZVPD.

```
! RIJCOSX wB97M-V def2-TZVPD def2/J DEFGRID3
* xyz 0 1
C -2.503 -0.423 -0.140
N -1.497 0.353 -0.053
S -0.048 -0.681 0.153
C 1.288 0.528 0.150
C 2.504 -0.216 -0.043
N 3.555 -0.580 -0.181
H -3.318 0.197 -0.427
H -2.534 -1.527 0.131
H 1.333 1.066 1.070
H 1.220 1.283 -0.662
*
```

Values from the calculation:
lowest unoccupied orbital energy: 0.664 eV
HOMO-LUMO gap: 0.3668 hartree
SMILES string: C=NSCC#N



#b
Below is one molecule with the formula C3H4N2S, with properties calculated with ωB97M-V/def2-TZVPD.

```
! RIJCOSX wB97M-V def2-TZVPD def2/J DEFGRID3
* xyz 0 1
S -1.516 -0.608 2.016
C -0.548 -0.211 0.755
C -0.687 -0.584 -0.703
N 0.445 0.009 -1.403
C 1.102 0.642 -0.516
N 0.563 0.538 0.785
H -0.660 -1.673 -0.794
H -1.614 -0.245 -1.111
H 1.991 1.204 -0.700
H 0.923 0.927 1.671
*
```

Values from the calculation:
lowest unoccupied orbital energy: 0.293 eV
HOMO-LUMO gap: 0.3267 hartree
SMILES string: S=C1CN=CN1



The most stable of them is #b.



#a
Below is one molecule with the formula C3H4N2S, with properties calculated with ωB97M-V/def2-TZVPD.

```
! RIJCOSX wB97M-V def2-TZVPD def2/J DEFGRID3
* xyz 0 1
C -0.354 0.013 -1.179
N 0.229 1.149 -1.074
N 0.605 1.589 0.189
C 1.020 0.738 1.043
S 0.808 -1.013 1.007
C -0.690 -0.885 -0.013
H -0.598 -0.336 -2.168
H 1.428 1.138 1.979
H -0.954 -1.869 -0.392
H -1.495 -0.525 0.608
*
```

Values from the calculation:
lowest unoccupied orbital energy: 0.297 eV
HOMO-LUMO gap: 0.3549 hartree
SMILES string: C1=NN=CSC1



#b
Below is C3H4N2S as an isolated structure, with properties calculated with ωB97M-V/def2-TZVPD.

```
! RIJCOSX wB97M-V def2-TZVPD def2/J DEFGRID3
* xyz 0 1
C -0.121 0.502 0.373
C 0.298 -0.440 1.133
C -1.220 1.127 -1.993
N 1.655 -2.356 2.189
N -0.438 1.452 -0.314
S 1.355 -0.792 2.278
H -2.325 0.894 -1.949
H -0.853 2.060 -2.452
H -0.648 0.320 -2.158
H 2.295 -2.767 2.893
*
```

Values from the calculation:
lowest unoccupied orbital energy (spin up / spin down): -0.680 / -0.769 eV
HOMO-LUMO gap (spin up / spin down): 0.2829 / 0.2834 hartree



#c
Below is one molecule with the formula C3H4N2S, with properties calculated with ωB97M-V/def2-TZVPD.

```
! RIJCOSX wB97M-V def2-TZVPD def2/J DEFGRID3
* xyz 0 1
S -2.654 -0.177 -0.201
C -1.011 -0.143 0.009
C -0.013 1.063 0.002
C 1.359 0.183 -0.269
N 1.036 -1.086 -0.243
N -0.350 -1.317 -0.047
H 0.084 1.262 1.173
H -0.113 2.108 -0.664
H 2.248 0.511 -0.248
H -0.586 -2.404 0.488
*
```

Values from the calculation:
lowest unoccupied orbital energy: 0.067 eV
HOMO-LUMO gap: 0.3109 hartree
SMILES string: S=C1CC=NN1



#d
Below is one molecule with the formula C3H4N2S, with properties calculated with ωB97M-V/def2-TZVPD.

```
! RIJCOSX wB97M-V def2-TZVPD def2/J DEFGRID3
* xyz 0 1
S 2.617 -0.006 -0.068
C 0.809 0.023 -0.129
C -0.041 1.074 -0.064
C -1.326 0.534 -0.122
N -1.129 -0.851 -0.015
N 0.128 -1.081 -0.129
H 2.684 -1.377 0.162
H 0.132 2.115 0.320
H -2.148 1.174 -0.141
H -1.726 -1.605 0.187
*
```

Values from the calculation:
lowest unoccupied orbital energy: 0.978 eV
HOMO-LUMO gap: 0.3511 hartree
SMILES string: Sc1cc[nH]n1



The most stable of them is #d.



#a
Below is a 2-piece molecular cluster, C9H15N5 overall, with properties calculated with ωB97M-V/def2-TZVPD.

```
! RIJCOSX wB97M-V def2-TZVPD def2/J DEFGRID3
* xyz 2 1
C -1.164 -0.711 -1.174
C -0.945 0.279 -0.268
C 1.285 -1.256 -1.093
C 0.001 -1.579 -1.527
C 0.345 0.612 0.301
C 1.534 -0.095 -0.259
C 3.407 -2.141 -1.936
C 4.431 1.053 1.592
C 3.331 1.249 0.474
N 2.368 -1.890 -1.473
N -0.209 -2.694 -2.243
N 0.400 1.530 1.257
N 2.779 0.019 -0.024
N -4.997 -3.037 3.702
H -2.213 -0.850 -1.475
H -1.623 1.059 0.054
H 4.246 -2.672 -2.131
H 5.301 0.682 1.105
H 4.562 2.049 1.953
H 4.040 0.447 2.370
H 4.094 1.565 -0.276
H 2.619 1.993 0.755
H -1.212 -2.806 -2.402
H 0.431 -3.230 -2.843
H -0.543 1.962 1.465
H 1.273 1.630 1.872
H -5.139 -2.347 3.008
H -5.762 -3.636 3.925
H -4.304 -3.636 3.349
*
```

Values from the calculation:
lowest unoccupied orbital energy (spin up / spin down): -9.819 / -9.820 eV
HOMO-LUMO gap (spin up / spin down): 0.1367 / 0.1367 hartree



#b
Below is a 2-piece molecular cluster, C9H15N5 overall, with properties calculated with ωB97M-V/def2-TZVPD.

```
! RIJCOSX wB97M-V def2-TZVPD def2/J DEFGRID3
* xyz 2 1
C -3.422 1.143 1.076
C -3.735 0.342 0.000
C -2.029 1.003 1.236
C 3.792 0.732 1.141
C 3.126 0.796 0.005
C 0.668 -2.625 -0.237
C 1.045 -0.172 -0.145
C 1.276 2.046 -1.228
C 1.615 1.104 -0.066
N 0.971 -1.354 -0.220
N -2.577 -0.203 -0.426
N -1.539 0.173 0.333
N -2.393 -1.095 -1.443
N 0.422 -3.326 0.837
H -4.080 1.745 1.667
H -4.675 0.147 -0.475
H -1.398 1.461 1.970
H 4.870 0.654 1.130
H 3.337 0.806 2.116
H 3.598 0.693 -0.959
H 0.657 -3.111 -1.209
H 1.872 2.949 -1.123
H 0.228 2.331 -1.195
H 1.502 1.594 -2.190
H 1.287 1.566 0.876
H -3.280 -1.415 -1.825
H -1.785 -0.746 -2.181
H 0.214 -4.317 0.770
H 0.432 -2.919 1.766
*
```

Values from the calculation:
lowest unoccupied orbital energy: -10.014 eV
HOMO-LUMO gap: 0.1855 hartree



The most stable of them is #a.



#a
Below is C5H7NS as an isolated structure, with properties calculated with ωB97M-V/def2-TZVPD.

```
! RIJCOSX wB97M-V def2-TZVPD def2/J DEFGRID3
* xyz 0 1
C 0.001 -0.028 0.079
C 1.210 0.343 -0.816
C -0.361 1.426 -0.129
C -0.868 -0.906 -0.657
C -1.701 -1.607 -1.158
H 0.645 -1.802 1.553
H 1.420 -0.426 -1.578
H 2.070 0.597 -0.139
H 1.056 2.336 -1.294
H -1.466 1.658 -0.294
H 0.010 2.097 0.631
H -2.530 -2.200 -1.472
N 0.475 1.510 -1.356
S 0.362 -0.513 1.760
*
```

Values from the calculation:
lowest unoccupied orbital energy: 0.822 eV
HOMO-LUMO gap: 0.3689 hartree



#b
Below is C5H7NS as an isolated structure, with properties calculated with ωB97M-V/def2-TZVPD.

```
! RIJCOSX wB97M-V def2-TZVPD def2/J DEFGRID3
* xyz 0 1
C -0.918 1.329 -0.049
C -0.270 0.385 -0.989
C -0.540 0.343 1.095
C 1.081 0.258 0.844
C 1.150 0.388 -0.707
H -1.983 1.485 0.025
H -0.670 2.483 -0.072
H -0.441 0.586 -2.049
H -1.205 0.226 1.978
H 1.730 1.044 1.460
H 2.750 -0.665 0.001
H 1.840 1.083 -1.207
N 1.666 -0.820 0.047
S -1.044 -1.044 -0.102
*
```

Values from the calculation:
lowest unoccupied orbital energy: 0.899 eV
HOMO-LUMO gap: 0.3396 hartree



The most stable of them is #a.



#a
Below is C4H11N2S as an isolated structure, with properties calculated with ωB97M-V/def2-TZVPD.

```
! RIJCOSX wB97M-V def2-TZVPD def2/J DEFGRID3
* xyz 1 1
C 2.170 -0.469 0.049
C -1.409 1.375 -0.993
C -0.044 1.155 -0.740
C 0.217 -0.318 1.904
N -0.737 -1.791 -1.084
N -0.783 1.877 0.206
S 0.563 -0.448 0.077
H 2.695 -1.130 0.819
H 2.575 -0.400 -0.898
H -1.762 1.967 -1.834
H -2.191 0.667 -0.896
H 0.765 1.560 -1.291
H 0.593 0.665 2.051
H -0.913 -0.239 2.009
H 0.540 -1.070 2.617
H 0.011 -2.107 -1.749
H -0.542 2.902 0.249
H -1.189 -2.549 -0.684
*
```

Values from the calculation:
lowest unoccupied orbital energy (spin up / spin down): -4.628 / -5.026 eV
HOMO-LUMO gap (spin up / spin down): 0.3031 / 0.3016 hartree



#b
Below is C4H11N2S as an isolated structure, with properties calculated with ωB97M-V/def2-TZVPD.

```
! RIJCOSX wB97M-V def2-TZVPD def2/J DEFGRID3
* xyz 1 1
C 0.193 0.781 -0.270
C -1.029 2.338 1.694
C 0.658 -1.075 -1.799
C -0.236 1.051 1.657
N 0.460 -0.373 -0.581
N 1.105 -2.441 -1.141
S -0.779 -0.576 2.158
H 0.098 1.696 -0.997
H -1.752 2.189 0.815
H -0.403 3.094 1.434
H -1.532 2.363 2.757
H 1.563 -0.935 -2.451
H -0.250 -0.983 -2.301
H 0.775 1.137 2.212
H 0.201 -2.841 -0.871
H 1.512 -3.114 -1.804
H 1.626 -2.250 -0.318
H -2.104 -0.195 2.501
*
```

Values from the calculation:
lowest unoccupied orbital energy: -3.403 eV
HOMO-LUMO gap: 0.3187 hartree



#c
Below is an isolated ion of composition C4H11N2S and charge +1, with properties calculated with ωB97M-V/def2-TZVPD.

```
! RIJCOSX wB97M-V def2-TZVPD def2/J DEFGRID3
* xyz 1 1
C 1.170 -1.286 0.161
C -0.055 -1.106 -0.736
C -2.234 0.510 -0.208
C 2.124 0.962 0.157
N -3.363 0.988 0.252
N 1.485 -0.098 0.921
S -1.603 -0.976 0.240
H 0.987 -2.106 0.859
H 1.996 -1.581 -0.506
H 0.031 -0.221 -1.359
H -0.179 -1.985 -1.364
H -1.682 1.124 -0.909
H 2.524 1.702 0.846
H 2.943 0.595 -0.475
H 1.391 1.457 -0.478
H -3.692 1.912 0.003
H -3.926 0.457 0.904
H 2.086 -0.348 1.694
*
```

Values from the calculation:
lowest unoccupied orbital energy: -4.485 eV
HOMO-LUMO gap: 0.2981 hartree



The most stable of them is #c.



#a
Below is an isolated ion of composition C4H11N2S and charge +1, with properties calculated with ωB97M-V/def2-TZVPD.

```
! RIJCOSX wB97M-V def2-TZVPD def2/J DEFGRID3
* xyz 1 1
C -2.191 0.456 0.373
C 0.135 0.415 -0.839
C 2.390 -0.605 -0.097
C 0.896 -0.407 0.197
N -1.137 0.749 -0.615
N -1.781 -0.365 1.484
S 0.758 0.821 -2.359
H -2.508 1.344 0.809
H -3.046 0.062 -0.224
H 2.902 -0.992 0.674
H 2.741 0.378 -0.488
H 2.572 -1.318 -0.888
H 0.781 0.160 1.153
H 0.513 -1.435 0.279
H -1.399 1.426 -1.325
H -1.255 0.012 2.287
H -2.385 -1.142 1.710
H 2.013 0.442 -2.129
*
```

Values from the calculation:
lowest unoccupied orbital energy: -4.256 eV
HOMO-LUMO gap: 0.3439 hartree



#b
Below is an isolated ion of composition C4H11N2S and charge +1, with properties calculated with ωB97M-V/def2-TZVPD.

```
! RIJCOSX wB97M-V def2-TZVPD def2/J DEFGRID3
* xyz 1 1
C -1.244 -0.874 1.152
C -0.502 -0.542 -0.117
N -1.630 -0.581 -1.368
N -0.086 0.906 -0.140
C 1.361 1.049 -0.459
C 2.025 -0.171 0.146
S 0.977 -1.549 -0.435
H -0.610 -0.731 2.026
H -1.549 -1.918 1.137
H -2.137 -0.261 1.239
H -2.294 -1.316 -1.165
H -1.136 -0.844 -2.215
H -0.294 1.316 0.779
H -0.694 1.362 -0.836
H 1.753 1.983 -0.060
H 1.489 1.039 -1.544
H 3.037 -0.331 -0.211
H 2.021 -0.152 1.236
*
```

Values from the calculation:
lowest unoccupied orbital energy: -3.160 eV
HOMO-LUMO gap: 0.3790 hartree
SMILES string: C[C@@]1(N)[NH2+]CCS1



The most stable of them is #b.